1.
Below is C18H33N2O6 in the gas phase in a non-equilibrium geometry, with properties calculated with ωB97M-V with the def2-TZVPD basis set.

CARTESIAN COORDINATES (ANGSTROEM)
H (1.746, -0.801, -1.932)
O (-2.313, -0.754, -0.786)
N (2.029, -0.249, 0.051)
H (-4.119, 0.042, 4.132)
C (-1.078, 0.224, 1.666)
C (0.102, -3.733, -0.830)
H (-2.799, 1.834, -2.261)
H (1.507, 4.739, -2.354)
H (0.086, -4.245, 0.143)
H (0.870, 5.954, -1.213)
O (0.267, 3.377, -0.525)
H (1.752, 1.726, 0.779)
H (-1.743, -1.882, 1.615)
H (-0.056, -1.680, 1.531)
O (-1.872, 2.093, 3.434)
H (-0.801, 0.853, -0.169)
C (-0.913, 1.522, 0.702)
H (-4.245, 1.778, 4.472)
H (2.620, 5.604, -1.250)
C (2.438, 0.877, 0.872)
H (-2.038, -3.428, -0.558)
H (-0.178, 3.398, 1.548)
C (2.208, -3.433, -1.982)
H (3.075, -2.761, -2.123)
H (-0.192, -0.962, -0.736)
H (1.321, 0.888, -1.584)
C (-3.225, 0.834, -2.253)
H (-0.405, 0.318, 2.565)
C (-1.157, -2.903, -0.972)
H (3.095, -1.320, 1.429)
C (-0.976, -1.253, 1.114)
C (-1.083, -1.453, -0.344)
H (1.291, -2.770, 1.143)
C (1.623, 5.169, -1.352)
C (2.034, 0.085, -1.366)
H (-4.006, 0.754, -1.503)
C (-2.095, -0.085, -1.955)
H (-1.324, -2.753, -2.054)
H (2.700, -3.576, 0.438)
H (3.028, 0.425, -1.694)
O (-2.426, 0.194, 2.249)
C (1.425, 4.167, -0.285)
C (2.798, -1.430, 0.390)
C (2.016, -2.722, 0.323)
C (-2.671, 1.213, 3.156)
H (2.578, -4.441, -1.667)
O (-1.067, -0.207, -2.601)
H (3.445, 1.232, 0.587)
H (1.656, -3.540, -2.940)
C (-4.046, 1.038, 3.703)
N (1.315, -2.876, -0.951)
H (-1.915, 1.866, 1.166)
H (2.458, 0.576, 1.930)
H (3.681, -1.508, -0.247)
H (-3.608, 0.625, -3.246)
O (2.130, 3.948, 0.680)
C (-0.236, 2.778, 0.610)
H (-4.820, 1.128, 2.942)
H (0.117, -4.494, -1.633)

Calculated values
HOMO-LUMO gap (alpha / beta) ... 0.279 / 0.329 Eh
<S²> ... 0.756
Multiplicity ... 2
F_max ... 0.0714 Eh/bohr
E_LUMO (alpha / beta) ... 0.030 / 0.029 hartree

***

2.
Below is 11 unconnected molecules or ions with the total composition C6H30O10 in a non-equilibrium geometry, with properties calculated with ωB97M-V with the def2-TZVPD basis set.

CARTESIAN COORDINATES (ANGSTROEM)
H (1.231, -3.225, 1.227)
O (-2.886, -1.605, -0.125)
H (-3.335, 0.147, -1.995)
O (-3.414, 1.116, -1.923)
H (0.199, 1.675, -0.402)
C (1.489, 0.780, -2.401)
H (0.321, -2.110, -1.345)
H (1.388, 3.250, -0.803)
C (0.901, 0.748, 2.028)
H (1.278, 0.248, 2.953)
H (-3.583, -2.164, 0.211)
O (-0.741, -2.829, 1.108)
H (2.287, -3.710, 0.131)
H (1.405, 1.912, -2.604)
H (0.845, 3.514, -2.161)
O (2.153, -3.004, 0.819)
H (0.777, -1.741, -2.966)
H (2.938, 1.443, -0.433)
H (-2.587, 1.743, -0.536)
C (0.346, 0.564, -0.329)
H (-2.934, -0.713, 0.414)
H (-0.949, -2.632, 2.065)
H (2.049, 0.511, -3.301)
O (-3.391, 0.342, 1.639)
O (-1.516, -1.906, 3.567)
H (-2.052, -1.145, 3.366)
C (0.972, -0.094, -1.590)
O (0.585, 3.466, -1.236)
C (0.967, 0.004, 0.918)
H (4.020, -0.346, 0.576)
H (2.701, 2.411, 0.649)
C (1.079, -1.525, -1.954)
H (2.076, -1.947, -1.769)
H (-3.084, 1.465, -2.759)
H (-0.693, 0.146, -0.254)
O (2.855, 2.399, -0.293)
H (1.347, -0.982, 0.928)
H (-0.730, -1.603, 4.009)
H (-1.357, -2.246, 0.600)
O (3.708, -0.150, -0.304)
O (-2.331, 2.332, 0.189)
H (3.205, -0.792, -0.828)
H (-2.629, 0.988, 1.555)
H (-1.490, 2.773, 0.275)
H (0.449, 1.697, 2.177)
H (-3.869, 0.794, 0.905)

Calculated values
HOMO-LUMO gap ... 0.345 Eh
Energy relative to the best compared isomer or geometry (same formula, charge and spin) ... 72.0 kcal per mole
SMILES ... C=CCC(=C)C.O.O.O.O.O.O.O.O.O.O
F_max ... 0.1054 Eh/bohr
E_LUMO ... 0.008 hartree

***

3.
Below is 2 unconnected molecules or ions with the total composition C2H7NO in a non-equilibrium geometry, with properties calculated with ωB97M-V with the def2-TZVPD basis set.

CARTESIAN COORDINATES (ANGSTROEM)
C (0.833, -0.620, 0.879)
H (1.496, -1.374, 0.596)
H (-1.158, 0.077, -1.557)
H (-1.080, 0.016, 0.697)
C (1.426, 0.574, 1.354)
N (-0.474, -0.761, 0.538)
H (-0.920, -1.644, 0.337)
H (2.457, 0.423, 1.573)
H (-0.737, 1.311, -2.326)
O (-1.423, 0.662, -2.251)
H (1.090, 1.498, 1.519)

Calculated values
HOMO-LUMO gap ... 0.333 Eh
Energy relative to the best compared isomer or geometry (same formula, charge and spin) ... 30.4 kcal per mole
SMILES ... C=CN.O
F_max ... 0.1368 Eh/bohr
E_LUMO ... 0.033 hartree